(1)
A 5-piece molecular cluster, C29H30F4N4O9Si overall, computed with wB97M-V/def2-TZVPD.

Geometry as XYZ:
```
77
Properties=species:S:1:pos:R:3:forces:R:3
C 8.8092 1.0673 0.6942 0.0 0.0 0.0
C 7.8551 0.1111 0.0183 0.1 0.0 0.0
F 8.2864 -1.1888 0.3227 0.1 -0.2 0.0
C 6.4125 0.2443 0.4505 -0.2 -0.1 -0.1
Si 5.6985 1.9663 0.2041 0.1 -0.1 0.4
C 3.8193 1.8461 0.0314 0.0 0.2 -0.3
O 3.2753 1.4897 1.3241 0.2 -0.1 0.1
C 2.1170 0.8358 1.3104 -0.1 0.1 -0.1
F 2.1789 -0.3274 0.6387 0.0 -0.2 0.0
F 1.1273 1.5433 0.7295 -0.1 0.1 0.0
F 1.7591 0.5730 2.5614 0.0 0.0 0.1
H 8.8323 0.8628 1.7655 0.0 0.1 0.0
H 9.8157 0.9482 0.2963 0.0 0.0 0.0
H 8.5076 2.1050 0.5351 0.0 0.0 0.0
H 7.9353 0.1876 -1.0680 0.0 0.1 0.0
H 5.8063 -0.4678 -0.1183 0.0 0.0 0.0
H 6.3226 -0.0435 1.5008 0.0 0.1 0.0
H 5.9868 2.7791 1.4051 0.0 0.1 -0.1
H 6.2678 2.6147 -0.9911 -0.1 -0.1 -0.1
H 3.3864 2.7945 -0.2942 0.0 0.0 0.1
H 3.5539 1.0917 -0.7131 0.0 0.0 0.0
C 7.0128 8.4579 3.5627 0.0 0.0 0.0
C 8.1316 8.4196 2.7409 0.0 0.0 0.0
C 8.1623 7.5710 1.6460 0.0 0.0 0.0
C 7.0578 6.7761 1.4006 0.0 0.0 0.0
C 5.9322 6.7947 2.2036 0.0 0.0 0.0
C 5.9174 7.6472 3.2958 0.0 0.0 0.0
N 7.0832 5.8702 0.2378 0.0 0.0 -0.1
O 8.0934 5.8388 -0.4352 0.0 0.0 0.0
O 6.0891 5.2046 0.0194 0.0 0.1 0.0
H 6.9945 9.1231 4.4159 0.0 0.0 0.0
H 8.9837 9.0513 2.9517 0.0 0.0 0.0
H 9.0208 7.5216 0.9934 0.0 0.0 0.0
H 5.0936 6.1538 1.9767 0.0 0.0 0.0
H 5.0484 7.6771 3.9388 0.0 0.0 0.0
C -1.9647 0.2636 -0.7196 0.0 0.0 0.0
C -3.1312 0.2901 -1.4705 0.0 0.0 0.0
C -4.3451 0.5665 -0.8620 0.0 0.0 -0.1
C -4.3577 0.8048 0.4988 0.0 0.0 0.0
C -3.2093 0.7806 1.2707 0.0 0.0 0.0
C -2.0025 0.5079 0.6475 0.0 0.0 0.0
N -5.6499 1.0565 1.1615 0.0 0.0 0.0
O -6.6531 1.0325 0.4756 0.0 0.0 0.0
O -5.6404 1.2668 2.3595 0.0 0.0 0.0
H -1.0186 0.0479 -1.1990 0.0 0.0 0.0
H -3.1011 0.0845 -2.5317 0.0 0.0 0.0
H -5.2661 0.5750 -1.4242 0.0 0.0 0.0
H -3.2658 0.9685 2.3323 0.0 0.0 0.0
H -1.0938 0.4830 1.2316 0.0 0.0 0.0
C -6.3106 -4.7428 3.5113 0.0 0.0 0.0
C -5.4267 -5.5363 2.7913 0.0 0.0 0.0
C -4.9249 -5.0940 1.5780 0.0 -0.1 0.0
C -5.3286 -3.8554 1.1140 0.0 0.0 0.0
C -6.2078 -3.0459 1.8112 0.0 0.0 0.0
C -6.7002 -3.5025 3.0231 0.0 0.0 0.0
N -4.7973 -3.3725 -0.1723 0.0 0.0 0.1
O -4.0493 -4.1008 -0.7953 0.0 0.0 0.1
O -5.1459 -2.2677 -0.5412 0.0 -0.1 -0.1
H -6.6969 -5.0928 4.4595 0.0 0.0 0.0
H -5.1241 -6.5009 3.1756 0.0 0.0 0.0
H -4.2323 -5.6900 1.0026 0.0 0.0 0.0
H -6.4993 -2.0859 1.4109 0.0 0.0 0.0
H -7.3883 -2.8861 3.5852 0.0 0.0 0.0
C -5.6976 -5.7876 -3.0413 0.0 0.0 -0.1
C -5.7618 -6.7477 -4.0430 0.0 -0.1 0.0
C -6.1272 -6.3973 -5.3329 0.0 0.0 0.0
C -6.4302 -5.0736 -5.5900 0.0 0.0 0.0
C -6.3817 -4.0992 -4.6104 0.0 0.0 0.0
C -6.0084 -4.4647 -3.3267 0.0 0.0 0.0
N -6.8179 -4.6867 -6.9605 0.0 0.0 0.0
O -6.8734 -5.5641 -7.7993 0.0 0.0 0.0
O -7.0568 -3.5140 -7.1690 0.0 -0.1 0.0
H -5.3965 -6.0728 -2.0425 0.0 0.0 0.0
H -5.5240 -7.7794 -3.8203 0.0 0.0 0.0
H -6.1797 -7.1293 -6.1245 0.0 0.0 0.0
H -6.6282 -3.0765 -4.8531 0.0 0.0 0.0
H -5.9598 -3.7018 -2.5623 0.0 0.0 0.0
```
Forces are in eV/Å.

Results
SMILES string: C[C@@H](F)C[SiH2]COC(F)(F)F.O=[N+]([O-])c1ccccc1.O=[N+]([O-])c1ccccc1.O=[N+]([O-])c1ccccc1.O=[N+]([O-])c1ccccc1
Lowest unoccupied orbital energy, eV: -0.728
Highest occupied orbital energy, eV: -9.9006

Here are the Mulliken charges for atoms 1 to 5, given in e: atom 1 (C): -1.153, atom 2 (C): 0.427, atom 3 (F): -0.346, atom 4 (C): -0.732, atom 5 (Si): 0.215

=====

(2)
A 6-piece molecular cluster, C8H26ClF3N11O10P2S overall, computed with wB97M-V/def2-TZVPD.

Geometry as XYZ:
```
62
Properties=species:S:1:pos:R:3:forces:R:3
N 5.3446 -0.0594 0.2570 -1.1 0.3 -0.7
P 4.6125 -0.5048 -1.0282 4.2 -1.1 0.5
O 4.4161 -2.0971 -1.1450 -0.7 1.7 -0.4
O 5.4419 -0.0454 -2.3651 -2.2 -0.6 0.6
P 2.5858 0.3489 -1.1864 -0.6 1.0 -0.7
C 2.3369 1.9400 -0.2970 -0.1 0.0 0.8
C 1.0649 2.6842 -0.7602 -0.1 1.1 1.7
O 0.5912 2.6165 -1.8263 -0.2 -0.8 -1.6
Cl 0.3288 3.7518 0.4445 0.6 -1.1 -0.2
S 1.0867 -1.0180 -0.3784 -1.0 -1.6 3.8
O 1.7008 -2.1034 0.3440 1.1 0.1 -1.6
O 0.2295 -0.2994 0.5276 -0.2 1.2 -1.7
C 0.1196 -1.7898 -1.8005 -0.6 0.4 -0.3
F -0.0721 -3.0476 -1.4890 0.2 0.2 -0.2
F -1.0345 -1.1536 -1.8805 0.2 -0.1 -0.1
F 0.7930 -1.6567 -2.9376 0.1 -0.1 0.3
H 6.2001 0.4304 -0.0254 -0.2 0.0 0.6
H 4.2429 -2.4696 -0.2571 0.1 -0.1 -0.2
H 5.2427 0.8856 -2.5767 0.4 -0.3 -0.2
H 2.2836 0.4819 -2.5662 -0.1 0.1 0.3
H 2.2548 1.7074 0.7869 0.2 0.0 -0.6
H 3.2323 2.5839 -0.4249 -0.4 -0.3 0.0
C 0.1618 -1.5302 -6.8010 0.0 0.0 -0.3
O 0.3246 -0.6844 -7.6561 0.0 0.1 0.1
N 0.6113 -2.8114 -6.9357 0.2 -0.2 0.0
N -0.4892 -1.2669 -5.6236 0.0 0.3 0.3
H 0.4856 -3.5239 -6.2420 -0.1 0.0 -0.1
H 1.0928 -3.0398 -7.7873 -0.1 0.0 0.0
H -0.8357 -0.3334 -5.4914 -0.1 -0.1 -0.1
H -0.6367 -1.9478 -4.9051 -0.1 -0.1 -0.2
C -3.5860 1.3212 1.5496 0.0 0.0 0.2
O -4.6671 1.8637 1.6738 0.0 -0.1 -0.1
N -2.8038 0.9838 2.6132 0.0 0.1 0.3
N -3.0608 1.0013 0.3258 0.0 0.0 -0.5
H -1.9120 0.5344 2.5286 0.0 0.0 0.0
H -3.1560 1.2023 3.5341 0.1 -0.1 0.0
H -3.6083 1.2343 -0.4832 0.0 0.0 0.1
H -2.1721 0.5547 0.2018 0.0 0.0 0.1
C 2.2167 6.9700 -0.0603 0.0 0.2 0.0
O 2.0777 5.8296 -0.4863 0.3 0.0 -0.1
N 2.0836 7.2791 1.2586 0.0 -0.2 0.2
N 2.5145 8.0203 -0.8697 0.1 0.0 -0.3
H 2.1925 8.2052 1.6277 0.0 0.0 0.0
H 1.8632 6.5278 1.8867 0.0 0.1 0.0
H 2.6191 7.8290 -1.8500 0.0 0.0 0.1
H 2.6318 8.9609 -0.5425 0.0 0.0 0.0
C -1.0333 -6.3043 1.1759 -0.1 -0.2 0.1
O -1.1632 -7.4165 0.7069 0.0 0.1 -0.1
N -1.1801 -6.0434 2.5066 0.0 0.0 0.2
N -0.7269 -5.2144 0.4040 0.1 0.3 -0.3
H -1.0769 -5.1326 2.9121 0.0 0.0 0.0
H -1.4051 -6.8199 3.1026 0.0 0.0 0.0
H -0.6124 -5.3726 -0.5800 0.0 -0.1 0.1
H -0.6141 -4.2871 0.7663 0.0 -0.1 0.1
C -4.5884 -0.5520 5.9767 -0.1 0.0 -0.1
O -3.8768 0.4359 5.8857 0.2 0.0 -0.1
N -5.4888 -0.8955 5.0131 0.0 0.1 -0.3
N -4.5420 -1.3918 7.0494 0.2 -0.1 0.2
H -6.0834 -1.7008 5.0674 0.0 0.0 0.0
H -5.5508 -0.2963 4.2078 0.0 0.0 0.1
H -3.8899 -1.1673 7.7791 -0.1 0.0 0.0
H -5.1177 -2.2069 7.1447 0.0 0.1 0.0
```
Forces are in eV/Å.

Results
Lowest unoccupied orbital energy, eV: -5.813
Highest occupied orbital energy, eV: -11.6050
Charge: +1

Here are the Mulliken charges for atoms 1 to 5, given in e: atom 1 (N): -0.624, atom 2 (P): 0.727, atom 3 (O): -0.474, atom 4 (O): -0.486, atom 5 (P): 0.079

=====

(3)
The molecule C4H7BrN4O, computed with wB97M-V/def2-TZVPD.

Geometry as XYZ:
```
17
Properties=species:S:1:pos:R:3:forces:R:3
C 3.0671 -2.2286 0.3888 1.3 -0.3 2.1
C 1.6049 -0.2445 1.8373 0.9 -1.5 -0.5
C -1.3428 -0.3774 0.6187 0.6 0.7 -0.9
C 0.0374 1.3382 -0.6674 -0.9 1.3 0.6
N 1.0824 -1.0982 -0.3487 -2.3 1.1 -1.7
N 3.7716 -2.9358 1.0126 0.3 -0.9 0.5
N 0.8963 -0.3272 0.7683 1.2 1.4 1.2
N -0.2163 0.5301 0.5329 1.7 -1.5 -0.2
O 2.2173 -1.8866 -0.3383 -0.7 0.1 -1.7
Br 0.8245 0.8844 3.1127 0.2 0.4 0.7
H -1.5856 -0.7209 1.6030 0.6 -0.3 0.6
H -2.1091 0.2338 0.3497 -2.9 1.5 -0.8
H -1.2396 -1.1108 -0.1438 -0.2 -1.2 -0.2
H -0.4789 2.2553 -0.4862 -0.1 1.2 0.7
H 1.0604 1.6217 -0.9043 0.2 -0.6 0.6
H -0.4471 1.1384 -1.5789 -0.5 -1.8 -1.4
H 4.7505 -3.0481 1.0878 0.8 0.3 0.2
```
Forces are in eV/Å.

Results
Lowest unoccupied orbital energy, eV: 0.352
Highest occupied orbital energy, eV: -7.7130

Here are the Mulliken charges for atoms 1 to 5, given in e: atom 1 (C): 0.520, atom 2 (C): -0.166, atom 3 (C): -1.071, atom 4 (C): -1.017, atom 5 (N): -0.918

=====

Number 1: molecular weight 682.7 g/mol. Number 2: molecular weight 622.8 g/mol. Number 3: molecular weight 207.0 g/mol.